Below is the ion C29H40F8N5S with charge +1 in a non-equilibrium geometry, with properties calculated with wB97M-V/def2-TZVPD.

Geometry as XYZ:
```
83
C29H40F8N5S | the Open Molecules 2025 dataset | wB97M-V/def2-TZVPD
C -2.33 -6.10 -5.75
C -1.62 -4.67 -5.85
C -2.01 -3.77 -4.60
C -2.88 -2.50 -4.98
C -3.25 -1.73 -3.63
C -3.17 -0.14 -3.79
C -1.63 0.31 -3.96
C -1.06 0.66 -2.53
N -1.76 1.67 -1.87
C -1.34 2.07 -0.63
C -0.20 1.44 0.09
C 0.13 1.97 1.44
C -0.73 3.15 1.98
C -2.25 2.74 2.39
N -3.25 3.67 1.79
N -2.59 1.34 2.05
N -2.48 2.87 3.87
C 1.29 1.34 2.12
C 1.63 1.92 3.54
C 2.18 3.43 3.47
C 0.41 1.78 4.58
C 0.83 0.77 5.75
C -0.26 0.65 6.89
C 2.07 0.19 1.49
C 3.28 -0.29 2.33
C 4.37 0.89 2.50
F 2.91 -0.84 3.60
C 1.70 -0.40 0.17
C 2.42 -1.63 -0.42
F 3.07 -2.46 0.51
F 1.40 -2.54 -0.79
C 3.48 -1.37 -1.56
F 3.25 -2.25 -2.60
F 3.46 -0.04 -1.91
C 5.00 -1.66 -1.12
F 5.37 -0.97 0.00
F 5.30 -2.98 -1.09
F 5.76 -1.13 -2.15
C 0.56 0.31 -0.52
C 0.10 -0.03 -1.93
N 0.73 -1.00 -2.78
C 1.33 -0.48 -3.74
S 2.05 0.44 -4.83
H -3.37 -5.97 -6.17
H -2.38 -6.42 -4.67
H -1.77 -6.88 -6.33
H -0.51 -4.90 -5.86
H -1.85 -4.21 -6.85
H -1.04 -3.49 -4.09
H -2.61 -4.42 -3.90
H -3.79 -2.80 -5.58
H -2.22 -1.87 -5.64
H -2.45 -2.02 -2.88
H -4.26 -2.08 -3.32
H -3.73 0.10 -4.74
H -3.64 0.31 -2.88
H -1.11 -0.57 -4.43
H -1.64 1.23 -4.60
H -2.55 2.14 -2.32
H -1.94 2.92 -0.19
H -0.32 3.70 2.86
H -0.82 3.90 1.14
H -3.79 3.09 1.13
H -3.92 3.89 2.53
H -3.54 1.17 2.42
H -1.99 0.74 2.63
H -1.93 3.63 4.27
H -2.32 1.98 4.35
H 2.45 1.37 4.07
H 1.77 4.08 4.29
H 3.30 3.47 3.55
H 1.92 3.89 2.47
H -0.40 1.24 4.01
H 0.10 2.78 4.98
H 1.82 1.14 6.14
H 1.04 -0.21 5.23
H -1.22 0.33 6.41
H -0.39 1.68 7.33
H 0.12 -0.09 7.64
H 3.92 -1.08 1.88
H 4.57 1.09 3.59
H 3.90 1.81 2.03
H 5.30 0.69 1.92
```

Output
ΔE to the lowest compared entry with this formula, charge and spin	101.2	kcal/mol
charge	+1
Kohn-Sham gap	7.3	eV
SMILES string	CCCCCCCc1[nH+]cc2c(CC(N)(N)N)c([C@@H](C)CCC)c([C@@H](C)F)c(C(F)(F)C(F)(F)C(F)(F)F)c2c1N=C=S
total energy	-2599.5412	Ha


Below is a structure of composition C47H47HfNP2 in a non-equilibrium geometry, with properties calculated with wB97M-V/def2-TZVPD.

Geometry as XYZ:
```
98
C47H47HfNP2 | the Open Molecules 2025 dataset | wB97M-V/def2-TZVPD
Hf -0.85 0.64 -0.03
C 1.33 -0.58 4.16
C 1.94 -0.57 3.02
C 2.10 -1.64 1.96
C 0.92 -2.12 0.97
C -0.53 -1.75 1.26
C -1.14 -2.16 2.48
C -0.41 -2.50 3.69
C 0.23 -1.47 4.63
C -2.51 1.47 -1.01
H 1.40 0.36 4.74
H 2.05 0.43 2.52
H 2.33 -2.59 2.48
H 2.96 -1.42 1.26
H 1.18 -1.98 -0.10
H 0.93 -3.23 0.99
H -1.19 -2.14 0.47
H -2.23 -2.32 2.49
H 0.32 -3.29 3.53
H -1.20 -3.01 4.27
H -0.53 -0.89 5.14
H 0.68 -2.10 5.41
H -3.03 2.17 -0.35
H -3.16 0.81 -1.59
H -1.88 2.02 -1.77
P 1.79 1.09 -1.61
P -0.71 -0.94 -2.30
C 1.98 -0.64 -1.67
C 1.02 -1.54 -2.03
C 3.05 1.41 -3.11
C 3.87 0.47 -3.79
C 4.40 0.78 -5.08
C 4.26 2.05 -5.63
C 3.62 3.04 -4.86
C 3.08 2.73 -3.59
C 3.02 1.62 -0.28
C 2.39 2.35 0.74
C 3.10 2.96 1.74
C 4.48 3.15 1.60
C 5.16 2.48 0.58
C 4.44 1.60 -0.25
C -0.58 -1.12 -4.26
C 0.09 -0.13 -5.02
C 0.05 -0.11 -6.43
C -0.60 -1.12 -7.14
C -1.15 -2.19 -6.41
C -1.17 -2.17 -5.00
C -2.16 -2.10 -2.28
C -3.48 -1.59 -2.40
C -4.56 -2.34 -1.96
C -4.33 -3.64 -1.50
C -3.10 -4.25 -1.64
C -1.98 -3.45 -1.94
H 2.94 -0.91 -1.22
H 1.22 -2.62 -2.19
H 4.12 -0.49 -3.36
H 4.97 0.05 -5.67
H 4.71 2.30 -6.60
H 3.57 4.05 -5.30
H 2.69 3.53 -2.94
H 1.33 2.59 0.72
H 2.50 3.42 2.56
H 5.02 3.82 2.25
H 6.23 2.66 0.38
H 4.98 0.98 -0.96
H 0.58 0.70 -4.50
H 0.53 0.71 -6.99
H -0.71 -1.06 -8.24
H -1.60 -3.01 -6.97
H -1.73 -2.96 -4.51
H -3.64 -0.59 -2.77
H -5.59 -1.96 -1.93
H -5.14 -4.21 -1.03
H -3.00 -5.34 -1.51
H -0.98 -3.89 -1.87
C -5.01 -0.69 4.41
C -4.61 -1.19 3.18
C -3.63 -0.57 2.40
C -2.81 0.48 2.89
C -3.28 1.02 4.11
C -4.32 0.44 4.86
N -1.64 0.94 2.19
C -0.74 1.72 3.01
C -0.21 2.87 2.44
C 0.38 3.86 3.24
C 0.29 3.86 4.63
C -0.27 2.75 5.24
C -0.68 1.66 4.46
H -5.72 -1.24 5.07
H -5.03 -2.14 2.87
H -3.45 -1.00 1.41
H -2.89 1.95 4.53
H -4.59 0.83 5.84
H -0.51 3.11 1.43
H 0.86 4.72 2.77
H 0.63 4.72 5.23
H -0.39 2.74 6.34
H -1.07 0.82 5.02
```

Output
charge	+2
Kohn-Sham gap (alpha / beta)	5.0 / 5.0	eV
total energy	-2603.7807	Ha


Below is a cluster of 2 separate species, C4H12IN2O in total in a non-equilibrium geometry, with properties calculated with wB97M-V/def2-TZVPD.

Geometry as XYZ:
```
20
C4H12IN2O | the Open Molecules 2025 dataset | wB97M-V/def2-TZVPD
C -2.31 1.81 0.35
C 3.00 -0.90 -0.02
C -1.85 0.40 0.62
C -0.17 -0.95 -0.78
N -1.04 0.03 -0.59
N 1.77 -0.05 0.01
O -0.11 -2.04 0.00
I 0.15 -1.25 -2.89
H -1.37 2.38 0.26
H -3.09 1.83 -0.47
H -2.93 2.18 1.29
H 2.72 -1.86 -0.49
H 3.90 -0.51 -0.47
H 3.29 -1.04 0.99
H -1.14 0.18 1.50
H -2.89 -0.10 0.92
H -1.04 0.85 -1.27
H 1.59 0.41 0.95
H 2.12 0.54 -0.77
H -0.57 -1.93 0.86
```

Output
ΔE to the lowest compared entry with this formula, charge and spin	45.0	kcal/mol
charge	+1
Kohn-Sham gap	9.5	eV
total energy	-641.7223	Ha


Below is the molecule C5H9N in a non-equilibrium geometry, with properties calculated with wB97M-V/def2-TZVPD.

Geometry as XYZ:
```
15
C5H9N | the Open Molecules 2025 dataset | wB97M-V/def2-TZVPD
C 0.15 0.08 -0.81
C -1.14 -0.22 -0.95
N -1.85 0.00 -2.18
C 1.06 -0.67 0.15
C 1.43 0.13 1.38
C 0.59 0.90 2.07
H 0.56 0.99 -1.22
H -1.79 -0.61 -0.16
H -2.82 0.14 -1.95
H -1.68 -0.80 -2.78
H 0.70 -1.69 0.26
H 2.01 -0.65 -0.40
H 2.34 -0.17 1.90
H 0.93 1.75 2.66
H -0.50 0.82 2.02
```

Output
ΔE to the lowest compared entry with this formula, charge and spin	65.7	kcal/mol
Kohn-Sham gap	9.4	eV
SMILES string	C=CC/C=C/N
total energy	-250.5622	Ha


Below is a structure of composition C39H66BBrF6MoN6PS3Si, with properties calculated with wB97M-V/def2-TZVPD.

Geometry as XYZ:
```
125
C39H66BBrF6MoN6PS3Si | the Open Molecules 2025 dataset | wB97M-V/def2-TZVPD
Mo -0.24 0.60 0.04
C -1.01 -3.75 -3.15
C -0.11 -2.58 -3.38
C 0.91 -2.59 -4.30
C 1.75 -1.48 -4.49
N 1.53 -0.34 -3.80
N 0.56 -0.32 -2.94
B 0.16 1.02 -2.26
N 1.24 2.12 -2.57
N 1.30 2.54 -3.80
C 2.22 3.47 -4.13
C 3.12 3.95 -3.17
C 3.06 3.53 -1.86
C 3.98 4.03 -0.80
C 2.05 2.57 -1.59
S 1.73 1.99 -0.03
C 2.23 3.99 -5.54
C 3.64 3.77 -6.14
C 1.18 3.30 -6.40
C 1.94 5.51 -5.48
N -1.19 1.49 -2.91
N -1.35 1.19 -4.19
C -2.48 1.55 -4.78
C -3.46 2.27 -4.05
C -3.29 2.58 -2.72
C -4.31 3.31 -1.91
C -2.08 2.12 -2.16
S -1.71 2.30 -0.45
C -2.69 1.18 -6.23
C -1.55 0.30 -6.74
C -4.02 0.42 -6.35
C -2.76 2.48 -7.05
C -0.23 -1.38 -2.65
S -1.32 -1.12 -1.36
C 2.90 -1.51 -5.46
C 3.61 -0.15 -5.52
C 3.89 -2.59 -4.99
C 2.35 -1.87 -6.85
H -0.58 -4.66 -3.56
H -1.97 -3.58 -3.66
H -1.22 -3.90 -2.09
H 1.10 -3.49 -4.88
H 3.86 4.69 -3.45
H 4.59 4.84 -1.18
H 4.64 3.23 -0.45
H 3.42 4.40 0.07
H 3.91 2.72 -6.16
H 4.41 4.32 -5.60
H 3.64 4.14 -7.16
H 1.35 2.22 -6.46
H 1.23 3.71 -7.41
H 0.18 3.46 -6.02
H 2.72 6.06 -4.95
H 0.98 5.71 -4.99
H 1.89 5.89 -6.49
H -4.38 2.56 -4.55
H -5.13 3.65 -2.54
H -3.87 4.18 -1.41
H -4.72 2.66 -1.13
H -1.56 -0.68 -6.26
H -0.57 0.76 -6.58
H -1.68 0.14 -7.81
H -4.02 -0.49 -5.75
H -4.17 0.13 -7.39
H -4.88 1.02 -6.07
H -1.85 3.07 -6.95
H -3.61 3.10 -6.75
H -2.90 2.23 -8.10
H 4.04 0.12 -4.56
H 2.92 0.63 -5.84
H 4.41 -0.21 -6.25
H 4.28 -2.38 -4.00
H 4.73 -2.62 -5.68
H 3.44 -3.59 -4.99
H 1.58 -1.16 -7.17
H 1.94 -2.88 -6.89
H 3.16 -1.83 -7.57
C 0.81 -3.11 5.44
C 2.34 -3.16 5.49
C 2.86 -1.76 5.84
C 2.80 -4.17 6.58
Si 3.09 -3.89 3.93
Br 1.37 -1.26 0.51
C 4.72 -3.22 3.28
C 4.73 -1.70 3.08
C 5.72 -3.61 4.41
C 5.20 -3.86 1.97
C 2.44 -5.51 3.25
C 2.35 -5.50 1.71
C 3.47 -6.57 3.70
C 1.06 -5.92 3.79
H 0.47 -2.51 6.29
H 0.34 -4.08 5.53
H 0.43 -2.62 4.54
H 2.45 -1.49 6.81
H 2.53 -1.01 5.12
H 3.95 -1.72 5.93
H 2.38 -3.84 7.53
H 3.89 -4.20 6.70
H 2.44 -5.18 6.41
H 4.52 -1.13 3.98
H 4.03 -1.39 2.30
H 5.73 -1.41 2.75
H 5.50 -3.12 5.36
H 6.72 -3.30 4.10
H 5.76 -4.69 4.59
H 4.53 -3.63 1.14
H 5.33 -4.94 2.03
H 6.18 -3.44 1.73
H 3.32 -5.49 1.23
H 1.76 -4.66 1.33
H 1.84 -6.41 1.39
H 4.49 -6.36 3.36
H 3.18 -7.53 3.28
H 3.49 -6.69 4.79
H 0.27 -5.22 3.51
H 1.05 -6.03 4.88
H 0.81 -6.89 3.37
F -1.56 -0.36 1.28
P -1.43 0.51 3.00
F -1.10 1.40 4.19
F -2.44 1.50 2.34
F -0.17 1.42 1.94
F -0.25 -0.49 3.21
F -2.50 -0.45 3.53
```

Output
ΔE to the lowest compared entry with this formula, charge and spin	0.0	kcal/mol
2S+1	4
charge	+4
Kohn-Sham gap (alpha / beta)	5.3 / 3.7	eV
total energy	-6944.7487	Ha
expectation value of S²	3.8013


Below is a structure of composition C4H12N2O in a non-equilibrium geometry, with properties calculated with wB97M-V/def2-TZVPD.

Geometry as XYZ:
```
19
C4H12N2O | the Open Molecules 2025 dataset | wB97M-V/def2-TZVPD
C 1.14 -0.09 0.02
C 0.77 -0.91 -0.99
C 0.94 -0.45 1.45
C 1.85 1.21 -0.23
N -2.83 -0.95 0.17
N -1.18 1.16 -0.52
O -1.76 -0.48 -0.56
H -3.70 -0.69 -0.29
H -2.79 -1.93 0.43
H -1.77 1.52 0.23
H -0.86 1.17 -1.49
H 0.79 -0.58 -2.01
H 0.63 -1.97 -0.81
H 0.29 0.29 1.93
H 0.50 -1.44 1.56
H 1.90 -0.50 1.96
H 1.83 1.49 -1.28
H 2.89 1.15 0.11
H 1.35 2.01 0.32
```

Output
ΔE to the lowest compared entry with this formula, charge and spin	171.4	kcal/mol
Kohn-Sham gap	8.8	eV
total energy	-344.1119	Ha


Below is a structure of composition C47H41Cl5GeN5O3PdS2 in a non-equilibrium geometry, with properties calculated with wB97M-V/def2-TZVPD.

Geometry as XYZ:
```
105
C47H41Cl5GeN5O3PdS2 | the Open Molecules 2025 dataset | wB97M-V/def2-TZVPD
Pd -0.04 0.03 -0.01
Cl -2.84 -0.44 0.45
C -3.20 -0.84 -1.19
C -4.47 -0.82 -1.68
C -4.71 -1.19 -3.01
C -3.66 -1.62 -3.83
C -2.38 -1.64 -3.35
Cl -1.07 -2.20 -4.30
C -2.09 -1.20 -2.02
N -0.88 -1.07 -1.55
H -5.29 -0.52 -1.03
H -5.71 -1.15 -3.40
H -3.86 -1.93 -4.85
Cl 2.22 -8.59 -6.37
C 2.59 -7.45 -5.12
C 2.20 -6.13 -5.26
C 2.51 -5.24 -4.25
C 3.19 -5.62 -3.10
C 3.51 -4.55 -2.07
C 2.79 -4.77 -0.74
N 2.49 -3.51 -0.06
C 3.24 -2.90 0.92
C 2.60 -1.73 1.21
N 1.48 -1.62 0.41
C 1.45 -2.71 -0.34
O 4.89 -4.50 -1.78
C 5.63 -3.56 -2.57
C 5.43 -2.15 -2.08
C 6.00 -1.67 -0.94
Cl 7.11 -2.50 0.07
S 5.50 -0.07 -0.57
C 4.47 -0.03 -1.93
C 4.54 -1.19 -2.65
C 3.56 -6.97 -2.99
Cl 4.40 -7.58 -1.60
C 3.26 -7.88 -3.99
H 1.68 -5.81 -6.15
H 2.22 -4.20 -4.36
H 3.18 -3.59 -2.48
H 3.44 -5.37 -0.10
H 1.86 -5.31 -0.91
H 4.14 -3.34 1.32
H 2.86 -0.97 1.92
H 0.70 -2.95 -1.08
H 5.35 -3.64 -3.62
H 6.66 -3.86 -2.46
H 3.89 0.86 -2.14
H 3.99 -1.35 -3.57
H 3.56 -8.91 -3.88
C -2.11 2.94 2.44
N -1.96 1.61 3.04
C -2.89 0.98 3.85
C -2.36 -0.22 4.21
N -1.13 -0.29 3.60
C -0.88 0.83 2.88
S 0.56 1.20 2.04
H -3.09 3.33 2.70
H -2.02 2.86 1.35
H -1.34 3.60 2.82
H -3.83 1.43 4.10
H -2.76 -1.00 4.82
H -0.46 -1.03 3.69
O -2.06 2.89 -2.37
C -1.19 2.19 -1.87
O -1.15 1.82 -0.60
C -0.01 1.67 -2.73
C 1.36 1.94 -2.08
Ge 2.04 3.81 -2.21
C 2.07 4.25 -4.12
C 2.36 5.56 -4.52
C 2.37 5.91 -5.87
C 2.09 4.95 -6.83
C 1.83 3.64 -6.45
C 1.84 3.30 -5.10
C 1.20 5.14 -1.04
C 1.70 6.44 -1.12
C 1.16 7.46 -0.34
C 0.14 7.18 0.55
C -0.32 5.88 0.68
C 0.20 4.86 -0.12
C 3.89 3.84 -1.57
C 4.14 3.78 -0.20
C 5.44 3.78 0.29
C 6.51 3.86 -0.60
C 6.28 3.95 -1.96
C 4.97 3.94 -2.45
H -0.11 2.11 -3.71
H -0.18 0.59 -2.81
H 2.14 1.37 -2.60
H 1.37 1.60 -1.04
H 2.57 6.33 -3.78
H 2.61 6.93 -6.16
H 2.09 5.22 -7.88
H 1.62 2.89 -7.20
H 1.68 2.26 -4.84
H 2.52 6.67 -1.79
H 1.55 8.47 -0.43
H -0.29 7.97 1.16
H -1.10 5.66 1.40
H -0.17 3.85 -0.01
H 3.31 3.74 0.50
H 5.62 3.72 1.35
H 7.53 3.85 -0.22
H 7.11 4.04 -2.65
H 4.80 4.01 -3.52
```

Output
ΔE to the lowest compared entry with this formula, charge and spin	10.0	kcal/mol
2S+1	5
charge	+1
Kohn-Sham gap (alpha / beta)	8.5 / 5.3	eV
total energy	-7616.9553	Ha
expectation value of S²	6.0673


Below is a cluster of 2 separate species, C5H7BN2O in total in a non-equilibrium geometry, with properties calculated with wB97M-V/def2-TZVPD.

Geometry as XYZ:
```
16
C5H7BN2O | the Open Molecules 2025 dataset | wB97M-V/def2-TZVPD
B 0.67 0.30 -1.45
C -0.33 -1.06 1.96
C 0.27 -0.90 0.72
C -1.59 -0.52 2.14
C -1.46 0.67 0.17
C -0.26 -0.04 -0.27
N -2.17 0.29 1.25
N 0.86 0.16 -2.79
O 2.54 1.48 -0.92
H 0.36 -1.62 2.74
H 1.27 -1.32 0.46
H -2.20 -0.89 3.02
H -2.12 1.31 -0.42
H 0.05 -0.29 -3.33
H 1.63 0.46 -3.29
H 2.46 1.95 0.02
```

Output
ΔE to the lowest compared entry with this formula, charge and spin	64.8	kcal/mol
Kohn-Sham gap	8.9	eV
total energy	-404.2644	Ha


| no. | molecular weight (g mol⁻¹) |
| --- | --- |
| 1 | 642.72 |
| 2 | 866.34 |
| 3 | 231.06 |
| 4 | 83.13 |
| 5 | 1074.90 |
| 6 | 104.15 |
| 7 | 1144.31 |
| 8 | 121.94 |